P) Entry from the OMol25 dataset: a 3-piece molecular cluster, CH7NO3 overall (ωB97M-V/def2-TZVPD).

SMILES ... NC=O.O.O
Gap between HOMO and LUMO ... 0.379 Eh
HOMO level ... -9.7054 eV

Each line ends with the Mulliken charge.
Geometry (Å):
C -1.4811 -0.7995 -0.3610  0.18
N -1.1312 0.5258 -0.6320  -0.37
O -1.3778 -1.1763 0.8399  -0.60
H -1.9995 -1.2934 -1.2228  0.29
H -0.9601 1.1572 0.3015  0.28
H -0.8916 0.8006 -1.4099  0.24
H 1.4964 0.8384 -0.4958  0.34
H 1.2969 2.1461 -1.3720  0.29
O 0.9657 1.3108 -1.1041  -0.60
H 1.5023 0.2370 1.3010  0.28
H 1.9988 -1.2406 1.1270  0.33
O 2.2073 -0.3256 1.3093  -0.66

Q) Entry from the OMol25 dataset: CH7NO3 as an isolated structure (ωB97M-V/def2-TZVPD).

Gap between HOMO and LUMO ... 0.173 Eh
HOMO level ... -9.9256 eV

Each line ends with the Mulliken charge.
Geometry (Å):
C 0.0942 0.3666 -0.6228  -0.08
N 0.7040 0.2697 0.6698  -0.31
O 0.3457 -0.7570 -1.4183  -0.46
H -1.0086 0.4803 -0.5110  0.31
H 0.4730 1.2637 -1.0705  0.40
H 0.4351 -0.6556 1.1438  0.37
H 0.3625 1.0907 1.2697  0.36
H 0.0462 -1.5941 -0.7254  0.42
O -0.3718 -2.2574 0.2790  -0.81
H -0.5607 -3.1536 0.2520  0.23
H -0.8391 3.2692 1.1513  0.25
O -0.5242 2.4159 0.8315  -0.67

R) Entry from the OMol25 dataset: a 3-piece molecular cluster, CH7NO3 overall (ωB97M-V/def2-TZVPD).

SMILES ... NC=O.O.O
Gap between HOMO and LUMO ... 0.416 Eh
HOMO level ... -10.5707 eV

Each line ends with the Mulliken charge.
Geometry (Å):
C -1.3846 -0.4221 0.5420  0.17
N -2.0627 -1.5854 0.6506  -0.35
O -0.9116 -0.0178 -0.4935  -0.58
H -1.1394 -0.0021 1.5260  0.28
H -2.4459 -1.8643 1.5309  0.21
H -2.4692 -2.0592 -0.1503  0.24
H 2.4310 0.9767 1.2746  0.30
H 2.2815 0.4355 -0.1432  0.37
O 2.6494 0.2238 0.7361  -0.64
H 1.1675 2.0240 -2.3182  0.29
H 0.5574 0.8469 -1.5779  0.39
O 1.3266 1.4438 -1.5772  -0.67

Tell me which of them is the least stable. Sure, it is Q).

P) Entry from the OMol25 dataset: the molecule C4H4FN (ωB97M-V/def2-TZVPD).

Gap between HOMO and LUMO (alpha / beta) ... 0.348 / 0.330 Eh
HOMO level (alpha / beta) ... -9.5448 / -9.2300 eV

Each line ends with the Mulliken charge.
Geometry (Å):
C -0.5628 -0.8982 0.0106  -0.12
C 0.7757 -0.2220 0.0013  -0.43
C -1.7103 -0.3074 -0.0024  -0.11
C 0.7248 1.3075 -0.0017  0.08
N -0.2294 2.0648 0.0026  -0.47
F -2.9822 -0.5874 -0.0045  -0.19
H -0.4567 -1.9823 0.0163  0.35
H 1.3531 -0.5326 0.8773  0.28
H 1.7547 1.6905 -0.0125  0.33
H 1.3331 -0.5328 -0.8871  0.28

Q) Entry from the OMol25 dataset: C4H4FN as an isolated structure (ωB97M-V/def2-TZVPD).

Gap between HOMO and LUMO ... 0.391 Eh
HOMO level ... -10.7112 eV

Each line ends with the Mulliken charge.
Geometry (Å):
C 1.3225 0.9142 1.5943  0.21
C -0.3639 -0.0728 0.1843  0.00
C 0.8476 0.2995 0.4909  0.32
C -0.9491 -0.5672 -1.0393  -1.01
N 1.6691 1.4672 2.5458  -0.35
F 1.9789 -0.1477 -0.6477  -0.37
H -1.0661 0.2888 0.9286  0.32
H -0.3686 -1.3800 -1.6423  0.27
H -1.0946 0.1890 -1.6684  0.32
H -1.9758 -0.9909 -0.7462  0.30

Tell me which of them is the least stable. Sure, it is P).

P) Entry from the OMol25 dataset: C37H52BN10NaO2S6 as an isolated structure (ωB97M-V/def2-TZVPD).

Total charge ... -2
Gap between HOMO and LUMO ... 0.147 Eh
HOMO level ... -0.2597 eV

Each line ends with the Mulliken charge.
Geometry (Å):
Na 1.6473 -1.8523 -1.9089  0.77
C -3.5035 -3.9383 -0.6655  -1.86
C -2.9394 -2.5811 -0.3495  0.90
C -3.7329 -1.4473 -0.5776  -1.14
C -3.1117 -0.2056 -0.4328  0.26
N -1.8879 0.0012 -0.0180  0.25
N -1.0985 -1.1335 0.3117  0.84
B 0.1449 -0.8767 0.8878  -0.70
N 0.7292 -1.8018 1.9828  0.46
N -0.0723 -1.5689 3.0514  -0.63
C 0.1732 -2.1093 4.1949  0.13
C 1.3323 -2.9137 4.3847  -0.64
C 2.1411 -3.1755 3.3389  0.34
C 3.3485 -4.0422 3.5025  -1.77
C 1.8061 -2.6536 2.0182  0.37
S 2.6526 -3.1750 0.6927  -0.23
C -0.8167 -1.8600 5.3242  2.62
C -2.0092 -1.0473 4.8249  -1.96
C -1.3182 -3.2128 5.8494  -1.88
C -0.1128 -1.0971 6.4541  -1.70
N 0.5887 0.6078 1.0412  0.48
N -0.1926 1.3685 1.8340  0.00
C 0.0641 2.6328 1.9543  -0.03
C 1.0924 3.2527 1.1904  -0.69
C 1.9066 2.5000 0.4246  0.36
C 2.9819 3.0827 -0.4336  -1.76
C 1.7298 1.0658 0.4559  0.68
S 2.8976 0.0139 -0.1168  -0.20
C -0.7405 3.4487 2.9618  2.47
C -1.4153 4.6396 2.2653  -1.54
C -1.7963 2.5830 3.6493  -1.63
C 0.2263 3.9946 4.0233  -1.96
C -1.6454 -2.4609 0.0754  -0.51
S -0.5547 -3.8154 0.0145  -0.10
C -3.9056 1.0553 -0.7935  2.84
C -4.0816 1.0960 -2.3173  -1.70
C -3.2021 2.3202 -0.3173  -1.34
C -5.2840 1.0215 -0.1193  -2.03
H -4.5587 -3.8502 -0.9372  0.39
H -2.9506 -4.3950 -1.4898  0.29
H -3.4013 -4.6095 0.1881  0.32
H -4.7437 -1.5441 -0.9481  0.07
H 1.5570 -3.3287 5.3613  0.25
H 3.4973 -4.2851 4.5574  0.37
H 3.2316 -4.9595 2.9238  0.33
H 4.2330 -3.5472 3.1011  0.34
H -2.5646 -1.5936 4.0602  0.37
H -2.6763 -0.8301 5.6654  0.52
H -1.6871 -0.1134 4.3655  0.00
H -1.7322 -3.8089 5.0334  0.37
H -0.5168 -3.7896 6.3185  0.35
H -2.1031 -3.0577 6.5955  0.46
H 0.2811 -0.1466 6.0858  0.27
H -0.8173 -0.8866 7.2646  0.47
H 0.7196 -1.6703 6.8711  0.35
H 1.2100 4.3307 1.2070  0.30
H 2.8768 4.1687 -0.4867  0.38
H 3.9686 2.8294 -0.0420  0.33
H 2.9342 2.6547 -1.4375  0.21
H -2.1303 4.3065 1.5158  0.12
H -1.9450 5.2480 3.0045  0.51
H -0.6821 5.2800 1.7687  0.31
H -2.3281 1.9560 2.9334  0.21
H -1.3328 1.9158 4.3791  0.19
H -2.5116 3.2228 4.1746  0.51
H 0.9743 4.6612 3.5874  0.36
H -0.3298 4.5582 4.7790  0.48
H 0.7511 3.1762 4.5218  0.36
H -3.1100 1.1592 -2.8120  0.01
H -4.5599 0.1865 -2.6833  0.35
H -4.6919 1.9601 -2.6084  0.50
H -2.1669 2.3629 -0.6496  -0.23
H -3.7439 3.2030 -0.6799  0.53
H -3.1807 2.3462 0.7734  0.05
H -5.8837 0.1769 -0.4588  0.38
H -5.1770 0.9417 0.9659  0.30
H -5.8299 1.9444 -0.3477  0.46
O 4.8062 -3.4063 -4.3783  -0.75
C 5.2887 -2.2978 -4.9578  0.33
C 6.5052 -2.3896 -5.6428  -0.71
C 7.0369 -1.2821 -6.2759  -0.23
C 6.3682 -0.0610 -6.2387  -0.82
C 5.1690 0.0315 -5.5504  -0.28
C 4.6118 -1.0658 -4.8978  0.14
C 3.3142 -0.9572 -4.1428  0.77
O 2.8298 -2.0241 -3.6358  -1.19
N 2.8077 0.2517 -4.0876  -0.41
N 1.6694 0.3230 -3.2880  0.37
C 1.0262 1.3958 -3.4793  -0.67
S -0.3249 1.8512 -2.4607  0.38
C -0.9735 3.0301 -3.6606  -0.83
C 0.2082 3.7838 -4.2464  -0.59
S 1.4773 2.5800 -4.7330  -0.18
H 3.9309 -3.1223 -3.9692  0.42
H 7.0079 -3.3495 -5.6610  0.40
H 7.9807 -1.3703 -6.8035  0.33
H 6.7805 0.8080 -6.7374  0.37
H 4.6293 0.9680 -5.4908  0.45
H -1.6637 3.6910 -3.1342  0.44
H -1.5209 2.4964 -4.4402  0.30
H 0.6189 4.4700 -3.5040  0.26
H -0.0763 4.3503 -5.1353  0.40
N -2.2436 -1.2014 -4.9296  -0.69
N -1.4847 -1.2427 -3.7084  0.09
H -2.1270 -2.0631 -5.4536  0.23
H -1.8444 -0.4635 -5.4935  0.20
H -0.5886 -1.6898 -3.8727  0.12
H -1.9740 -1.8312 -3.0444  0.06
S -0.1660 -4.1020 -2.0258  -0.65

Q) Entry from the OMol25 dataset: C37H52BN10NaO2S6 as an isolated structure (ωB97M-V/def2-TZVPD).

Total charge ... -2
Gap between HOMO and LUMO (alpha / beta) ... 0.149 / 0.178 Eh
HOMO level (alpha / beta) ... -0.2942 / -1.0821 eV

Each line ends with the Mulliken charge.
Geometry (Å):
Na -0.3818 0.9924 2.4900  0.83
C -4.8207 -2.4927 0.2529  -1.68
C -3.3672 -2.7217 -0.0303  0.71
C -2.8270 -4.0173 0.0015  -0.51
C -1.4428 -4.1651 -0.1716  -0.04
N -0.6512 -3.1717 -0.4684  -0.57
N -1.1769 -1.9172 -0.5910  0.80
B -0.2683 -0.8907 -1.0024  -0.49
N 1.1583 -0.9402 -0.7639  0.78
N 1.8763 -0.5136 -1.8421  -0.51
C 3.1571 -0.3213 -1.7392  0.03
C 3.8542 -0.5646 -0.5432  -0.56
C 3.1513 -0.9991 0.5668  0.37
C 3.8475 -1.1973 1.8766  -1.77
C 1.7583 -1.1997 0.4793  0.38
S 0.8417 -1.6488 1.8289  -0.37
C 3.8793 0.1195 -3.0064  2.43
C 2.8804 0.5304 -4.0886  -1.92
C 4.7947 1.3113 -2.7008  -1.82
C 4.7197 -1.0615 -3.5154  -1.85
N -0.7469 0.0662 -2.0549  0.77
N -1.3221 -0.5292 -3.1035  -1.01
C -1.7949 0.1867 -4.0782  0.05
C -1.7185 1.5976 -4.0564  -0.38
C -1.1141 2.2225 -3.0067  0.03
C -1.0251 3.7105 -2.9128  -1.60
C -0.5772 1.4234 -1.9488  0.48
S 0.1798 2.0948 -0.6144  -0.01
C -2.3666 -0.5660 -5.2703  2.27
C -2.4215 -2.0708 -4.9925  -1.99
C -3.7796 -0.0721 -5.6003  -1.73
C -1.4433 -0.3143 -6.4737  -1.68
C -2.5215 -1.6692 -0.2866  -0.23
S -3.0065 0.0196 -0.0978  -0.02
C -0.7670 -5.5286 -0.0260  2.32
C -1.3987 -6.5109 -1.0199  -1.77
C -0.9823 -6.0277 1.4072  -1.72
C 0.7360 -5.4322 -0.3012  -1.87
H -5.3161 -3.4364 0.4895  0.38
H -5.3121 -2.0345 -0.6080  0.25
H -4.9294 -1.8054 1.0950  0.32
H -3.4755 -4.8558 0.2212  0.25
H 4.9169 -0.3747 -0.4633  0.20
H 4.9095 -0.9600 1.7814  0.36
H 3.7316 -2.2259 2.2215  0.29
H 3.3991 -0.5575 2.6384  0.25
H 2.2721 1.3707 -3.7494  0.22
H 2.2053 -0.2926 -4.3209  0.35
H 3.4191 0.8230 -4.9950  0.53
H 4.2174 2.1273 -2.2621  0.32
H 5.2699 1.6725 -3.6176  0.46
H 5.5850 1.0417 -1.9993  0.35
H 4.0810 -1.9298 -3.6874  0.36
H 5.4807 -1.3378 -2.7834  0.34
H 5.2175 -0.8002 -4.4546  0.46
H -2.1456 2.1891 -4.8579  0.31
H -1.5092 4.1873 -3.7673  0.40
H 0.0194 4.0199 -2.8577  0.30
H -1.4932 4.0501 -1.9879  0.16
H -3.0189 -2.2766 -4.1042  0.37
H -1.4224 -2.4656 -4.8142  0.33
H -2.8637 -2.5845 -5.8503  0.48
H -4.4508 -0.2481 -4.7580  0.37
H -4.1649 -0.6121 -6.4684  0.47
H -3.7901 0.9945 -5.8356  0.30
H -0.4300 -0.6478 -6.2426  0.30
H -1.4054 0.7476 -6.7277  0.33
H -1.8008 -0.8633 -7.3490  0.45
H -2.4625 -6.6560 -0.8222  0.30
H -0.9028 -7.4840 -0.9534  0.46
H -1.2912 -6.1373 -2.0406  0.36
H -2.0465 -6.1297 1.6293  0.31
H -0.5552 -5.3152 2.1154  0.34
H -0.5012 -6.9993 1.5548  0.46
H 0.9180 -5.0577 -1.3079  0.33
H 1.1996 -6.4182 -0.1933  0.49
H 1.2002 -4.7329 0.3946  0.26
O -0.2974 -0.1307 6.3473  -0.72
C 0.6379 0.5685 7.0056  0.27
C 0.9591 0.1887 8.3123  -0.67
C 1.9004 0.8955 9.0363  -0.25
C 2.5511 1.9848 8.4667  -0.77
C 2.2495 2.3543 7.1668  -0.33
C 1.2975 1.6664 6.4200  0.23
C 0.9427 2.0863 5.0285  1.00
O -0.0032 1.4780 4.4082  -1.12
N 1.6133 3.0921 4.5470  -0.62
N 1.2930 3.4100 3.2594  -0.14
C 0.9883 4.6056 3.0256  0.09
S 0.8167 5.8436 4.3261  -0.15
C 0.3234 7.1801 3.1906  -0.56
C -0.3616 6.5546 1.9919  -0.60
S 0.7324 5.2261 1.4017  -0.09
H -0.3948 0.3271 5.4600  0.43
H 0.4584 -0.6740 8.7345  0.41
H 2.1193 0.5979 10.0560  0.34
H 3.2813 2.5469 9.0369  0.36
H 2.7421 3.1929 6.6944  0.47
H 1.2171 7.7236 2.8813  0.26
H -0.3378 7.8502 3.7417  0.37
H -0.4899 7.2649 1.1742  0.46
H -1.3214 6.1040 2.2506  0.29
N -3.6579 3.7874 1.9155  -0.73
N -2.2722 4.1000 1.6970  -0.18
H -3.8537 4.0348 2.8763  0.22
H -3.7941 2.7763 1.8520  0.30
H -1.6650 3.4539 2.2021  0.14
H -2.0815 3.9119 0.7197  0.18
S -3.2602 0.2820 1.9161  -0.64

Tell me which of them is the least stable. Sure, it is P).